{
  "formula": "C23H53F5N3O20P5",
  "method": "ωB97M-V/def2-TZVPD",
  "elements": ["P", "P", "P", "P", "P", "F", "F", "F", "F", "F", "O", "O", "O", "O", "O", "O", "O", "O", "O", "O", "O", "O", "O", "O", "O", "O", "O", "O", "O", "O", "N", "N", "N", "C", "C", "C", "C", "C", "C", "C", "C", "C", "C", "C", "C", "C", "C", "C", "C", "C", "C", "C", "C", "C", "C", "C", "H", "H", "H", "H", "H", "H", "H", "H", "H", "H", "H", "H", "H", "H", "H", "H", "H", "H", "H", "H", "H", "H", "H", "H", "H", "H", "H", "H", "H", "H", "H", "H", "H", "H", "H", "H", "H", "H", "H", "H", "H", "H", "H", "H", "H", "H", "H", "H", "H", "H", "H", "H", "H"],
  "positions_angstrom": [[-7.0997, -4.7350, 1.3422], [4.0277, 2.8119, -0.0838], [6.2496, 3.6197, 5.8638], [-4.0369, -0.9325, -3.4590], [1.7249, 3.2569, -5.3844], [1.7487, -5.4576, 0.1492], [4.2799, -4.6549, 0.3734], [4.0446, -3.7069, 2.4566], [3.8434, -5.9796, 2.2764], [1.1820, -5.2579, 2.3698], [-6.8819, -5.0357, 2.8990], [5.1264, 3.9199, -0.4531], [-4.3659, -0.6165, -4.9939], [1.4181, 1.8884, -4.6164], [-3.0338, -0.0412, -2.8351], [7.1365, 4.6497, 5.2803], [-6.1974, -3.7138, 0.7661], [6.4815, 3.3244, 7.4208], [4.2184, 2.1758, 1.2390], [0.8160, 4.3376, -4.6210], [-8.6601, -4.3749, 1.2356], [3.1566, 3.6199, -5.4773], [4.0670, 1.8108, -1.3313], [-3.6318, -2.4854, -3.4658], [-6.9990, -6.1867, 0.6770], [6.3628, 2.1681, 5.2031], [2.6349, 3.5776, -0.2745], [-5.4800, -0.9207, -2.7699], [4.6837, 3.9615, 5.7668], [0.9801, 3.0565, -6.7870], [1.8633, -2.4151, 4.5657], [0.2883, -2.8315, -1.4913], [0.5788, -0.9814, 1.5994], [3.7404, 3.0433, 6.3009], [-4.5200, -3.4301, -4.0448], [-9.6183, -5.2832, 1.7615], [-3.2981, -0.7208, -5.9242], [-0.8188, -0.4487, 1.6117], [-7.0805, -3.9604, 3.8053], [-7.1784, -6.2727, -0.7289], [5.2154, 0.9863, -1.4698], [0.6245, -2.4308, 2.0356], [1.9850, -4.6780, 1.3522], [5.0357, 4.5985, -1.7005], [1.0391, 4.1296, -7.7144], [-0.8310, 0.8092, 0.5631], [0.8526, -3.0538, -0.4507], [6.1750, 2.0755, 3.7967], [-0.5753, 4.0888, -4.4689], [-5.5391, -1.1997, -1.3769], [1.8060, 1.8082, -3.2519], [2.3681, 4.6723, 0.5907], [3.5692, -4.7513, 1.6210], [1.6121, -3.1603, 0.9771], [6.2768, 4.3988, 8.3254], [1.2219, -2.4005, 3.5383], [3.1551, 3.5511, 7.0692], [-10.2026, -4.7700, 2.5267], [-1.1337, -0.0561, 2.6441], [-8.0207, -4.1179, 4.3383], [-1.5845, -1.2193, 1.2328], [-4.5727, -1.5194, -0.9808], [-9.1515, -6.1657, 2.2043], [1.3424, 4.5933, 0.9542], [-4.0020, -3.9452, -4.8554], [-10.2844, -5.5982, 0.9561], [-6.2401, -6.5819, -1.1912], [2.2936, 0.8482, -3.0784], [3.0728, 2.7185, 5.5006], [1.4921, 5.0237, -7.2797], [-6.2658, -1.9976, -1.2120], [-1.3273, 1.7384, 1.0135], [-1.3246, 0.5211, -0.4437], [-4.8041, -4.1591, -3.2833], [4.2208, 2.1674, 6.7422], [4.1774, 4.2684, -2.2898], [0.0221, 4.3710, -8.0320], [0.9121, 1.8692, -2.6272], [0.2824, 1.0576, 0.3251], [7.0998, 4.4196, 9.0413], [6.2270, 5.3617, 7.8116], [1.2302, -0.4153, 2.1614], [-5.4218, -2.9596, -4.4426], [-3.4362, -1.6262, -6.5193], [5.4188, 1.3140, 3.5961], [-0.8754, 3.1362, -4.9107], [-3.3213, 0.1453, -6.5873], [-7.9422, -7.0256, -0.9364], [2.5317, -2.4619, 0.8813], [-1.1322, 4.8959, -4.9487], [-0.8134, 4.0757, -3.4043], [-5.8676, -0.3051, -0.8462], [2.4916, 2.6107, -2.9754], [5.9974, 1.2476, -0.7531], [7.1137, 1.7757, 3.3291], [5.3419, 4.2319, 8.8652], [1.6188, 3.8193, -8.5847], [-6.2622, -3.9508, 4.5267], [-2.3259, -0.7632, -5.4274], [5.6111, 1.1088, -2.4805], [2.4733, 5.6012, 0.0262], [-0.4382, -2.8929, 2.0524], [-7.4972, -5.3214, -1.1613], [-7.1158, -2.9959, 3.2935], [4.9277, -0.0558, -1.3248], [3.0486, 4.6931, 1.4452], [5.9494, 4.4154, -2.2684], [5.8426, 3.0211, 3.3636], [4.9435, 5.6687, -1.5096]],
  "atomic_forces_ev_per_a": [[0.4125, 0.3276, -0.1449], [0.2171, -0.0633, 0.4378], [0.5792, 0.2459, -0.4925], [0.3221, 0.4049, 0.4296], [0.6038, -0.1402, 0.1314], [0.6430, 1.3187, 2.9117], [-1.9638, -0.3621, 3.5407], [-1.3265, -2.5633, -2.1642], [-0.2709, 3.0488, -1.8990], [2.1778, 1.5857, -2.1963], [0.1297, -0.7206, -1.1673], [-0.2519, -0.7015, 0.8726], [-0.7143, 0.0419, 1.0741], [-0.2250, 0.5153, -1.4661], [-0.6318, -1.0508, -0.4818], [-1.1394, -0.6610, 0.4864], [-1.1030, -0.6398, 0.3597], [0.0951, -0.6901, -1.0088], [0.1078, 0.6948, -1.0365], [0.9389, -0.0333, -0.2551], [0.8481, 0.4257, -0.2579], [-1.3084, 0.0851, 0.2770], [-0.8646, 0.8736, 0.6480], [0.3760, 0.8038, 0.2435], [0.1135, 0.5052, 1.2543], [0.1488, 0.5670, 1.4678], [0.5295, -1.1769, -0.6007], [0.5312, 0.2822, -1.4231], [0.7324, 0.4450, -0.1849], [0.1547, -0.7137, 1.0286], [-3.5803, 0.2738, -5.3472], [2.8427, -1.2455, 5.2555], [-1.3174, -1.8237, 0.4668], [-0.3617, -0.2969, 0.1592], [-0.2635, -0.3525, -0.1796], [-0.4084, -0.3159, 0.1873], [0.4699, -0.1157, -0.4030], [-0.4069, 1.8318, -0.8817], [-0.1580, 0.4742, 0.4313], [-0.0859, -0.1063, -0.6563], [0.5769, -0.4141, -0.1612], [0.5751, 1.1914, 1.3043], [-0.7312, -0.3660, -2.0087], [-0.0016, 0.3125, -0.5286], [-0.0180, 0.4536, -0.4428], [0.5811, -0.2858, -0.1216], [-1.2543, 0.9305, -2.2067], [-0.1659, -0.1198, -0.7611], [-0.5404, -0.0614, 0.0948], [-0.1742, -0.2220, 0.7335], [0.0490, 0.0060, 0.6703], [-0.0974, 0.5816, 0.3564], [1.5418, -0.9045, 0.8095], [-1.3342, 0.6960, -0.6835], [-0.1512, 0.4238, 0.3735], [2.7044, -1.1220, 2.4691], [0.0333, -0.0035, -0.0474], [0.0388, -0.0072, -0.0622], [0.3563, -0.7634, -1.3374], [0.0514, 0.0230, -0.0361], [1.4457, 0.9673, 0.7215], [-0.0779, 0.0289, -0.0275], [-0.0113, 0.0714, -0.0492], [0.1105, -0.1026, -0.0806], [-0.0014, 0.0292, 0.0580], [0.0728, 0.0427, 0.0497], [-0.0440, 0.0725, 0.0648], [-0.0523, 0.1269, -0.1342], [0.0816, 0.0260, 0.0400], [0.0208, -0.0830, -0.0361], [0.1370, 0.0826, -0.0238], [0.6151, -1.4009, -0.7254], [0.7006, 0.4915, 1.7527], [0.0371, 0.0799, -0.0246], [-0.0207, 0.0622, -0.0587], [0.0874, 0.0175, 0.0112], [0.0755, -0.0792, 0.0696], [0.0533, -0.0116, -0.0196], [-1.9738, -0.2957, 0.4536], [-0.0373, -0.0639, -0.1454], [0.0634, -0.0678, 0.0194], [-0.6216, -0.3432, -0.3552], [0.0616, -0.0134, 0.0473], [0.0274, 0.0460, 0.0345], [0.0707, 0.1327, 0.0585], [0.0423, 0.0633, 0.0492], [-0.0630, -0.0491, 0.1412], [0.0797, 0.0638, 0.0920], [-1.3920, -1.5101, 0.1820], [0.0741, -0.0473, 0.0236], [0.0301, -0.0088, -0.0668], [0.0852, -0.0227, -0.0769], [-0.0571, -0.1283, -0.0983], [-0.0871, -0.0332, -0.0093], [-0.0340, 0.0865, 0.0725], [0.0421, 0.0267, -0.0274], [0.0087, 0.0211, 0.1069], [-0.0405, -0.0712, -0.1525], [-0.0667, 0.0539, -0.0184], [-0.1156, 0.0381, 0.0866], [0.0079, -0.0591, 0.0406], [2.0154, 0.7004, -0.0346], [0.0613, -0.0410, 0.0341], [0.0571, -0.0711, 0.0201], [-0.0019, 0.0920, 0.0475], [-0.0624, -0.0472, -0.0409], [-0.0917, -0.0128, 0.0655], [0.0388, -0.1087, 0.0102], [0.0174, -0.0776, 0.0223]],
  "lumo_energy_ha": 0.014,
  "e_tot_ha": -4783.6600,
  "total_charge": 0,
  "smiles": "CCN[C@H](C#N)[C@H](C#N)C(F)(F)C(F)(F)F.COP(=O)(OC)OC.COP(=O)(OC)OC.COP(=O)(OC)OC.COP(=O)(OC)OC.COP(=O)(OC)OC",
  "orbital_gap_ha": 0.3759
}